Record 1
Formula: C16H36N4O14
Source: the OMol25 dataset
Level of theory: ωB97M-V/def2-TZVPD

The geometry in ORCA input format:
```
! wB97M-V def2-TZVPD RIJCOSX def2/J DEFGRID3
* xyz 0 1
C 1.5021 0.2229 0.0588
N 0.2505 0.8447 -0.4077
O -0.0061 0.6527 -1.5771
O -0.3192 1.5951 0.3415
H 1.2636 -0.4858 0.8505
H 2.1174 0.9541 0.5809
H 1.9896 -0.2946 -0.7570
C 1.9884 -3.5961 1.2147
N 3.3148 -3.5625 1.8160
O 3.8639 -4.6421 1.9026
O 3.7371 -2.4997 2.2304
H 2.2245 -3.3788 0.1693
H 1.2545 -2.8439 1.5010
H 1.3881 -4.4947 1.3138
C -2.7116 -2.3422 -0.9913
N -1.4249 -2.8504 -0.4540
O -0.5677 -2.0717 -0.0998
O -1.3618 -4.0433 -0.2570
H -3.1669 -3.1815 -1.5033
H -2.4494 -1.5340 -1.6698
H -3.3136 -2.0332 -0.1419
C 2.0861 2.6821 3.7187
N 1.6662 2.8839 2.2788
O 0.6428 3.4728 2.0169
O 2.4228 2.4265 1.4330
H 2.5827 1.7198 3.7190
H 1.1415 2.6709 4.2539
H 2.7280 3.5278 3.9388
O 3.8675 0.5715 -5.1805
C 2.8834 0.4965 -4.4804
O 2.8351 0.9196 -3.2229
C 3.9639 1.5513 -2.5908
C 3.4891 2.8296 -1.9210
C 1.6918 -0.3591 -4.8808
H 4.7176 1.8242 -3.3272
H 4.2837 0.7760 -1.8957
H 3.0717 3.5105 -2.6622
H 4.3715 3.3421 -1.5391
H 2.7389 2.5215 -1.1964
H 1.5665 -1.1760 -4.1769
H 1.8064 -0.5223 -5.9456
H 0.8006 0.2637 -4.7444
O -3.4934 -0.3359 -4.8010
C -3.8279 0.2621 -3.8069
O -5.1016 0.4323 -3.4528
C -6.2670 0.0640 -4.1653
C -6.4060 0.8584 -5.4787
C -2.9003 1.1052 -2.9666
H -7.1956 0.1774 -3.6102
H -6.2145 -0.9963 -4.4202
H -6.8455 1.8447 -5.3403
H -6.9612 0.2156 -6.1586
H -5.4145 1.0586 -5.8854
H -1.9299 0.6178 -3.0524
H -3.1364 1.0733 -1.9056
H -2.8459 2.1031 -3.3915
O 0.5056 1.4795 6.4915
C 0.2088 0.3465 6.7671
O -0.2528 -0.5597 5.9091
C -0.1964 -0.2899 4.5082
C 0.9414 -1.0502 3.8738
C 0.0996 -0.1848 8.1708
H -0.0590 0.7586 4.2379
H -1.1413 -0.5933 4.0610
H 0.8015 -2.1316 3.9388
H 1.9307 -0.9088 4.3123
H 0.9922 -0.7136 2.8384
H 0.2069 -1.2654 8.2477
H -0.9758 -0.1110 8.3936
H 0.5474 0.3952 8.9695
*
```

Summary:
Frontier orbital gap (eV): 9.6
SMILES: C[N+](=O)[O-].C[N+](=O)[O-].C[N+](=O)[O-].C[N+](=O)[O-].CCOC(C)=O.CCOC(C)=O.CCOC(C)=O
Highest occupied orbital energy (eV): -10.02
ΔE to the lowest compared entry with this formula, charge and spin (kcal/mol): 0.00
DFT total energy (a.u.): -1903.2262
Molecular weight (g mol⁻¹): 508.478



Record 2
Formula: C7H4
Source: the OMol25 dataset
Level of theory: ωB97M-V/def2-TZVPD

The geometry in ORCA input format:
```
! wB97M-V def2-TZVPD RIJCOSX def2/J DEFGRID3
* xyz 0 1
C 1.9999 0.5703 1.1078
C 0.8669 -0.0820 0.8576
C 0.6627 1.6189 -1.1344
C 1.8651 1.4005 0.1207
C -0.2473 -0.3049 0.1422
C -0.1613 0.6855 -0.8334
C -1.2597 -1.3686 0.3452
H 0.8226 2.4071 -1.8216
H -0.7710 -2.3201 0.5505
H -1.8861 -1.4685 -0.5359
H -1.8918 -1.1381 1.2013
*
```

Summary:
Frontier orbital gap (spin up / spin down) (eV): 8.4 / 8.4
Highest occupied orbital energy (spin up / spin down) (eV): -8.56 / -8.56
ΔE to the lowest compared entry with this formula, charge and spin (kcal/mol): 64.36
DFT total energy (a.u.): -268.8379
Molecular weight (g mol⁻¹): 88.109



Record 3
Formula: C9H24FO3Zn
Source: the OMol25 dataset
Level of theory: ωB97M-V/def2-TZVPD

The geometry in ORCA input format:
```
! wB97M-V def2-TZVPD RIJCOSX def2/J DEFGRID3
* xyz 1 1
Zn 1.0052 3.5724 0.7129
F 0.7151 1.8769 1.1179
C 3.6664 -1.4545 2.4203
C 3.2377 -0.9681 1.0565
C 1.8478 -1.4777 0.6689
O 3.2239 0.4621 1.1292
H 2.9527 -1.2135 3.2090
H 4.5931 -0.9523 2.7079
H 3.8990 -2.5194 2.4578
H 3.8710 -1.3390 0.2449
H 1.8026 -2.5568 0.8252
H 1.5600 -1.3393 -0.3766
H 1.0738 -1.0016 1.2801
H 2.3466 0.7573 0.8770
C -0.5863 0.7803 -2.2326
C 0.6096 0.9106 -3.1448
C 0.3250 0.4830 -4.5938
O 0.9340 2.2976 -3.3545
H -0.7303 -0.2316 -1.8405
H -1.5396 0.9327 -2.7503
H -0.6988 1.4067 -1.3355
H 1.4292 0.3547 -2.6801
H 1.0725 0.9145 -5.2565
H -0.6461 0.8677 -4.8951
H 0.4182 -0.5989 -4.6924
H 0.6800 2.8273 -2.5968
C -2.2978 -1.1781 1.6097
C -3.1471 0.0553 1.3617
C -4.3147 0.1295 2.3204
O -2.3069 1.2107 1.4758
H -1.4022 -1.2714 0.9938
H -2.8645 -2.1088 1.5165
H -1.9937 -1.2419 2.6598
H -3.5175 0.0747 0.3303
H -4.8708 -0.7986 2.1976
H -4.9913 0.9476 2.0723
H -3.9501 0.3012 3.3326
H -1.4058 1.0887 1.1716
*
```

Summary:
Frontier orbital gap (eV): 3.0
Highest occupied orbital energy (eV): -12.77
ΔE to the lowest compared entry with this formula, charge and spin (kcal/mol): 58.63
DFT total energy (a.u.): -2461.8114
Molecular weight (g mol⁻¹): 264.676



Record 4
Formula: C28H24ClN5Ta
Source: the OMol25 dataset
Level of theory: ωB97M-V/def2-TZVPD

The geometry in ORCA input format:
```
! wB97M-V def2-TZVPD RIJCOSX def2/J DEFGRID3
* xyz 1 1
Ta 0.6071 1.2886 -1.2433
C -1.3458 4.7487 0.8478
C -1.1711 4.5234 2.2100
C -0.3232 3.5166 2.6013
C 0.3244 2.7224 1.6444
N 0.0748 2.8850 0.3216
C -0.7212 3.9140 -0.0437
N 1.2343 1.8324 2.1415
C 1.9099 0.9430 1.5307
N 1.8375 0.5304 0.1854
C 2.7687 -0.5011 0.0175
N 3.0236 -1.2089 -1.0154
C 2.4633 -1.1536 -2.2578
C 2.9281 -2.1301 -3.1568
C 2.4589 -2.1742 -4.4441
C 1.5038 -1.2347 -4.8311
C 1.0661 -0.3209 -3.9109
N 1.5190 -0.2541 -2.6357
C 3.4558 -0.7417 1.2861
C 4.4292 -1.6615 1.6276
C 4.8537 -1.6709 2.9491
C 4.3163 -0.7903 3.8872
C 3.3382 0.1301 3.5381
C 2.9196 0.1387 2.2204
H -1.9636 5.5554 0.4819
H -1.6800 5.1332 2.9441
H -0.1047 3.3104 3.6381
H -0.8655 4.0496 -1.1039
H 3.6672 -2.8207 -2.7806
H 2.8192 -2.9221 -5.1372
H 1.0956 -1.2244 -5.8308
H 0.3069 0.3959 -4.1810
H 4.8337 -2.3380 0.8873
H 5.6113 -2.3770 3.2615
H 4.6725 -0.8297 4.9080
H 2.9178 0.8177 4.2594
C -1.8495 -1.9374 -1.7575
C -1.6943 -0.9417 -0.5729
C -0.6762 -1.5360 0.4048
C -1.2151 0.3527 -1.1734
C -3.0868 -0.7935 0.0591
C -4.1105 -0.1660 -0.6488
C -5.4035 -0.1144 -0.1536
C -5.7045 -0.6869 1.0730
C -4.6929 -1.2910 1.8002
C -3.3981 -1.3424 1.2997
H -0.8770 -2.1582 -2.2038
H -2.5047 -1.5262 -2.5253
H -2.2948 -2.8621 -1.3889
H 0.2715 -1.6967 -0.1099
H -1.0040 -2.5046 0.7777
H -0.5169 -0.8630 1.2507
H -1.9796 0.8285 -1.7948
H -3.9109 0.2895 -1.6121
H -6.1783 0.3714 -0.7328
H -6.7170 -0.6711 1.4538
H -4.9030 -1.7313 2.7664
H -2.6409 -1.8157 1.9083
Cl 0.3054 2.7143 -2.9367
*
```

Summary:
Frontier orbital gap (eV): 6.9
Highest occupied orbital energy (eV): -10.94
DFT total energy (a.u.): -1872.2697
Molecular weight (g mol⁻¹): 646.936



Record 5
Formula: C4H8NO3
Source: the OMol25 dataset
Level of theory: ωB97M-V/def2-TZVPD

The geometry in ORCA input format:
```
! wB97M-V def2-TZVPD RIJCOSX def2/J DEFGRID3
* xyz -1 1
C -0.7986 -0.0726 -2.6765
C 0.3046 0.7079 -2.0553
O 1.0521 1.4675 -2.6935
N 0.3977 0.7911 -0.6989
H 1.2421 1.2656 -0.4269
H -0.1022 0.2493 0.0248
H -1.6687 0.5878 -2.6454
H -0.8227 -1.0599 -2.2150
H -0.6240 -0.3146 -3.7314
C 1.0248 -1.1055 2.5002
C -0.4283 -0.6728 1.9789
O -0.8280 -1.1724 0.8857
O -0.8673 0.3448 2.5378
H 1.2613 -0.3604 3.2714
H 1.6286 -1.1473 1.5870
H 1.0921 -1.9694 3.1461
*
```

Summary:
Frontier orbital gap (eV): 8.4
Highest occupied orbital energy (eV): -4.60
ΔE to the lowest compared entry with this formula, charge and spin (kcal/mol): 21.94
DFT total energy (a.u.): -437.7705
Molecular weight (g mol⁻¹): 118.112



Record 6
Formula: C32H32IrN7O4S2
Source: the OMol25 dataset
Level of theory: ωB97M-V/def2-TZVPD

The geometry in ORCA input format:
```
! wB97M-V def2-TZVPD RIJCOSX def2/J DEFGRID3
* xyz -2 1
Ir 0.7305 1.0375 1.3329
O -3.1394 0.2677 -4.0759
N -2.1137 -0.0278 -4.7309
N -1.4937 -1.0918 -4.3046
O -1.8561 -1.8231 -3.3047
C -0.3266 -1.4447 -5.0339
C 0.3171 -2.6247 -4.6746
C 1.4730 -3.0124 -5.3376
C 2.0016 -2.2335 -6.3562
C 1.3540 -1.0526 -6.7076
C 0.1986 -0.6523 -6.0584
H -0.1135 -3.1941 -3.8638
H 1.9701 -3.9296 -5.0433
H 2.9101 -2.5333 -6.8645
H 1.7590 -0.4271 -7.4949
H -0.3003 0.2672 -6.3233
N -4.8150 2.4742 -3.1968
C -4.3412 2.9467 -1.9804
C -2.9600 3.0097 -1.7559
C -2.4612 3.4497 -0.5483
C -3.3339 3.8578 0.4602
C -4.7008 3.8221 0.2442
C -5.2019 3.3794 -0.9708
S -2.6811 4.2866 2.0517
O -3.8015 4.2254 2.9788
O -1.9941 5.5509 1.9556
N -1.5903 3.1536 2.3106
C -1.9859 1.8939 2.4148
S -3.5786 1.3345 2.9309
C -3.0759 -0.3106 2.7407
C -1.7984 -0.3626 2.3326
N -1.1871 0.8570 2.1409
H -4.2056 1.7770 -3.6278
H -5.7663 2.1435 -3.1487
H -2.2952 2.6545 -2.5323
H -1.3937 3.4372 -0.3590
H -5.3678 4.1069 1.0474
H -6.2749 3.3267 -1.1260
H -3.7456 -1.1369 2.9076
H -1.2324 -1.2560 2.1238
C 2.6397 1.3960 -2.1696
C 1.3155 0.8232 -1.6615
C 0.1532 1.3170 -2.5208
C 1.3595 -0.7041 -1.6681
N 1.1310 1.3061 -0.3100
H 2.8093 1.0805 -3.2019
H 3.4642 1.0458 -1.5466
H 2.6178 2.4867 -2.1312
H 0.2950 1.0184 -3.5620
H 0.0852 2.4065 -2.4723
H -0.7870 0.8870 -2.1719
H 1.5732 -1.0681 -2.6757
H 0.3940 -1.1088 -1.3598
H 2.1346 -1.0576 -0.9856
N 1.3248 0.1364 2.8646
C 1.8251 -0.8758 3.4341
C 2.0197 -0.8391 4.9191
C 1.9349 -1.9840 5.7118
C 2.0595 -1.9061 7.0922
C 2.2769 -0.6813 7.7059
C 2.3552 0.4668 6.9260
C 2.2247 0.3890 5.5498
C 2.2517 -2.0939 2.6742
C 3.3478 -2.8597 3.0767
C 3.7700 -3.9482 2.3268
C 3.1030 -4.2947 1.1595
C 2.0203 -3.5322 0.7421
C 1.6041 -2.4424 1.4905
H 1.7505 -2.9415 5.2408
H 1.9773 -2.8058 7.6910
H 2.3746 -0.6178 8.7831
H 2.5140 1.4280 7.4005
H 2.2579 1.2751 4.9289
H 3.8837 -2.5914 3.9785
H 4.6307 -4.5217 2.6515
H 3.4330 -5.1434 0.5725
H 1.5028 -3.7731 -0.1786
H 0.7901 -1.8182 1.1428
*
```

Summary:
Frontier orbital gap (eV): 6.3
Highest occupied orbital energy (eV): -2.10
ΔE to the lowest compared entry with this formula, charge and spin (kcal/mol): 0.00
DFT total energy (a.u.): -2823.4959
Molecular weight (g mol⁻¹): 835.004



> What is the formula in the fifth record?

C4H8NO3



> DFT total energy of number 1 (C16H36N4O14)?

-1903.2262 a.u.